No. 1
The following is a DFT calculation (ωB97M-V/def2-TZVPD) of 14 unconnected molecules or ions with the total composition C31H82N21O20.

Element x y z (Å)
C: -0.011 0.690 -2.052
C: 0.635 0.248 -0.664
C: 1.500 1.522 -0.234
C: 1.851 1.686 1.219
C: 0.475 1.531 2.040
C: -0.314 0.211 1.795
N: -0.444 0.003 0.340
O: -1.333 -1.049 -0.096
C: -1.734 0.186 2.439
C: 0.492 -0.950 2.423
C: 1.544 -1.032 -0.780
H: 0.597 0.501 -2.937
H: -0.310 1.731 -1.935
H: -0.907 0.192 -2.425
H: 1.015 2.467 -0.481
H: 2.484 1.493 -0.701
H: 2.244 2.696 1.335
H: 2.643 1.045 1.605
H: -0.199 2.287 1.638
H: 0.618 1.616 3.117
H: -1.613 0.427 3.495
H: -2.299 -0.746 2.425
H: -2.413 0.892 1.961
H: 0.507 -0.670 3.476
H: 1.555 -0.797 2.239
H: 0.173 -1.954 2.145
H: 2.045 -0.882 -1.737
H: 0.878 -1.868 -0.994
H: 2.220 -1.164 0.064
C: 5.111 5.951 -0.531
C: 4.092 5.040 0.014
O: 2.891 5.099 -0.698
C: 2.710 4.372 -1.834
O: 3.355 3.375 -2.163
O: 1.486 4.750 -2.458
C: 1.267 4.256 -3.724
H: 5.470 5.684 -1.525
H: 6.028 6.039 0.053
H: 4.773 6.972 -0.707
H: 3.865 5.529 0.961
H: 4.356 3.984 0.053
H: 1.187 3.169 -3.718
H: 1.860 4.737 -4.502
H: 0.369 4.665 -4.188
C: 1.671 0.843 -7.672
C: 1.426 0.959 -6.162
O: 1.983 -0.174 -5.446
C: 1.250 -1.288 -5.303
O: 0.007 -1.302 -5.448
O: 2.110 -2.311 -5.020
C: 1.529 -3.574 -4.870
H: 1.361 1.798 -8.097
H: 1.019 0.049 -8.037
H: 2.657 0.670 -8.102
H: 0.408 1.101 -5.800
H: 2.008 1.791 -5.765
H: 1.583 -3.669 -3.785
H: 2.168 -4.346 -5.299
H: 0.526 -3.737 -5.265
C: -3.375 -5.913 0.409
C: -2.246 -5.020 0.670
O: -1.159 -5.547 -0.107
C: 0.015 -4.995 -0.092
O: 0.300 -4.016 0.619
O: 0.859 -5.644 -0.909
C: 2.099 -5.177 -1.142
H: -3.569 -5.766 -0.654
H: -4.356 -5.739 0.850
H: -3.221 -6.989 0.500
H: -2.027 -5.158 1.728
H: -2.546 -3.987 0.494
H: 2.219 -4.434 -1.931
H: 2.847 -5.846 -1.567
H: 2.608 -4.735 -0.286
C: -2.561 3.307 -0.300
O: -3.564 2.735 -0.438
N: -2.055 3.642 0.858
N: -1.898 3.830 -1.345
H: -2.592 3.269 1.628
H: -1.458 4.444 1.000
H: -2.434 3.638 -2.179
H: -1.141 4.475 -1.168
C: -0.642 2.623 5.684
O: -0.084 3.626 5.178
N: 0.072 1.895 6.525
N: -1.842 2.165 5.445
H: -0.197 0.961 6.798
H: 1.045 2.166 6.504
H: -2.426 2.821 4.946
H: -2.233 1.466 6.059
C: 0.876 -2.907 5.195
O: 2.065 -2.765 4.822
N: 0.428 -2.668 6.400
N: -0.070 -3.436 4.508
H: -0.546 -2.873 6.573
H: 1.078 -2.420 7.132
H: 0.168 -3.535 3.531
H: -0.989 -3.653 4.868
C: -2.657 2.084 -5.215
O: -2.434 2.653 -4.235
N: -2.667 0.801 -5.149
N: -3.085 2.565 -6.409
H: -2.645 0.257 -6.000
H: -2.488 0.381 -4.248
H: -3.007 3.505 -6.769
H: -3.439 1.768 -6.919
C: 0.766 5.994 2.298
O: 1.486 6.589 1.592
N: -0.559 5.909 2.118
N: 1.076 5.321 3.384
H: -0.895 6.295 1.247
H: -1.142 5.454 2.805
H: 0.391 5.363 4.125
H: 1.567 4.443 3.289
C: -4.839 -2.989 2.822
O: -3.740 -2.694 2.398
N: -4.967 -3.563 3.939
N: -5.975 -2.694 2.259
H: -5.879 -3.482 4.367
H: -4.177 -3.601 4.568
H: -6.800 -2.715 2.841
H: -6.084 -2.391 1.302
C: 4.026 -1.753 2.027
O: 4.561 -1.251 1.083
N: 4.183 -1.376 3.246
N: 3.472 -2.930 1.857
H: 3.669 -1.774 4.019
H: 4.644 -0.489 3.389
H: 3.536 -3.460 1.000
H: 3.162 -3.421 2.683
C: -3.032 -2.461 -2.852
O: -3.012 -1.269 -3.049
N: -3.865 -3.056 -2.049
N: -2.413 -3.328 -3.601
H: -3.996 -4.054 -1.966
H: -4.434 -2.413 -1.516
H: -2.579 -4.313 -3.454
H: -1.771 -2.856 -4.222
C: 5.358 -1.605 -3.453
O: 4.603 -1.769 -2.496
N: 5.105 -1.961 -4.662
N: 6.582 -1.311 -3.305
H: 4.133 -2.130 -4.876
H: 5.839 -1.716 -5.311
H: 6.861 -1.046 -2.371
H: 7.162 -1.117 -4.109
C: -4.539 -0.005 5.566
O: -3.452 -0.413 5.933
N: -4.921 0.110 4.391
N: -5.272 0.817 6.294
H: -5.845 0.502 4.281
H: -4.438 -0.225 3.570
H: -6.216 0.994 5.981
H: -4.791 1.243 7.073

Its net charge is 0. Its multiplicity is 2. The molar mass comes out at 1069.1 g mol⁻¹. As for the expectation value of S²: 0.7552. The HOMO-LUMO gap (spin up / spin down) comes out at 0.251 / 0.289 Eh.

Atomic partial charges in e from the Löwdin method, atoms 1 to 8: number 1, C, carries -0.002; number 2, C, carries -0.376; number 3, C, carries -0.131; number 4, C, carries -0.144; number 5, C, carries -0.089; number 6, C, carries -0.461; number 7, N, carries -0.036; number 8, O, carries -0.057

No. 2
The following is a DFT calculation (ωB97M-V/def2-TZVPD) of 13 unconnected molecules or ions with the total composition C31H83BN19O20.

Element x y z (Å)
O: -1.247 0.867 2.865
C: -0.805 0.116 2.041
O: 0.231 0.303 1.259
B: 0.337 -0.911 0.390
O: -0.652 -1.867 0.892
C: -1.443 -1.241 1.749
O: -2.464 -1.667 2.206
O: 1.699 -1.416 0.426
C: 2.179 -1.453 -0.806
O: 3.200 -1.928 -1.204
C: 1.118 -0.805 -1.735
O: 0.037 -0.587 -1.034
O: 1.287 -0.619 -2.904
C: -6.386 3.049 0.648
C: -5.797 1.752 1.189
C: -4.300 1.589 0.905
O: -4.069 1.551 -0.494
C: -2.965 0.759 -0.840
N: -5.991 1.751 2.641
H: -6.024 3.943 1.172
H: -7.456 2.980 0.853
H: -6.144 3.324 -0.377
H: -6.367 0.957 0.696
H: -3.847 0.762 1.455
H: -3.853 2.521 1.277
H: -2.701 0.740 -1.892
H: -3.135 -0.300 -0.580
H: -2.076 1.061 -0.269
H: -6.949 1.986 2.894
H: -5.881 0.877 3.160
C: -3.671 -1.702 5.738
C: -4.217 -0.281 5.449
C: -3.320 0.781 6.091
O: -3.709 2.091 5.744
C: -5.053 2.485 5.910
N: -4.135 -0.094 3.970
H: -2.635 -1.819 5.415
H: -4.192 -2.360 5.034
H: -3.868 -2.043 6.752
H: -5.266 -0.293 5.749
H: -2.287 0.700 5.761
H: -3.373 0.601 7.176
H: -5.302 2.747 6.943
H: -5.707 1.652 5.634
H: -5.306 3.301 5.244
H: -3.672 0.801 3.858
H: -3.533 -0.817 3.588
C: 4.817 -3.324 -4.831
C: 5.052 -1.902 -5.308
C: 4.897 -0.826 -4.241
O: 5.954 -0.839 -3.286
C: 5.731 0.030 -2.187
N: 6.381 -1.907 -5.967
H: 4.857 -4.034 -5.658
H: 3.822 -3.447 -4.388
H: 5.471 -3.743 -4.061
H: 4.309 -1.648 -6.066
H: 3.937 -0.915 -3.720
H: 4.954 0.168 -4.709
H: 6.158 0.990 -2.510
H: 6.366 -0.230 -1.338
H: 4.677 0.098 -1.927
H: 6.999 -2.227 -5.219
H: 6.692 -0.940 -6.064
C: -1.221 4.528 -0.822
C: 0.007 3.588 -0.827
C: 0.190 2.900 -2.168
O: -1.047 2.482 -2.726
C: -0.842 1.764 -3.922
N: 1.165 4.416 -0.486
H: -1.149 5.304 -1.589
H: -1.278 5.095 0.111
H: -2.131 3.940 -0.922
H: -0.245 2.853 -0.060
H: 0.868 2.048 -2.046
H: 0.701 3.566 -2.877
H: -0.233 0.858 -3.955
H: -0.418 2.366 -4.735
H: -1.806 1.400 -4.284
H: 1.306 5.139 -1.187
H: 2.019 3.864 -0.621
C: 0.107 -7.233 2.799
C: 0.388 -5.775 2.390
C: 0.369 -5.545 0.881
O: 1.484 -6.141 0.247
C: 2.613 -5.283 0.295
N: -0.559 -4.920 3.108
H: 0.169 -7.369 3.881
H: 0.842 -7.928 2.385
H: -0.883 -7.564 2.482
H: 1.380 -5.578 2.816
H: 0.263 -4.473 0.679
H: -0.511 -6.028 0.453
H: 3.487 -5.830 -0.059
H: 2.862 -4.914 1.293
H: 2.444 -4.455 -0.399
H: -0.665 -3.998 2.704
H: -0.263 -4.812 4.068
C: 1.334 -2.611 -6.809
O: 1.354 -3.795 -7.140
N: 2.145 -1.653 -7.328
N: 0.686 -2.165 -5.686
H: 2.055 -0.710 -6.983
H: 2.730 -1.865 -8.112
H: 0.221 -2.844 -5.116
H: 0.920 -1.253 -5.339
C: 3.713 2.066 0.068
O: 3.343 2.024 -1.116
N: 3.306 1.268 1.069
N: 4.595 3.045 0.458
H: 2.710 0.501 0.810
H: 3.659 1.434 1.988
H: 4.882 3.155 1.410
H: 4.918 3.675 -0.251
C: 0.847 4.303 3.212
O: 0.410 4.517 4.347
N: 0.642 3.106 2.591
N: 1.552 5.201 2.468
H: 0.110 2.386 3.049
H: 0.837 3.060 1.609
H: 1.810 6.061 2.907
H: 1.615 4.942 1.488
C: 2.408 2.250 -5.457
O: 1.900 1.562 -6.363
N: 2.901 3.477 -5.744
N: 2.382 1.847 -4.176
H: 3.304 4.078 -5.052
H: 2.571 3.808 -6.634
H: 1.935 0.984 -3.914
H: 2.904 2.337 -3.467
C: -3.069 5.050 3.282
O: -2.534 6.076 2.873
N: -4.442 4.886 3.354
N: -2.384 3.953 3.698
H: -4.952 5.662 2.960
H: -4.827 3.970 3.165
H: -2.849 3.135 4.054
H: -1.426 4.062 4.026
C: -5.886 -2.567 0.705
O: -6.720 -3.030 -0.084
N: -4.565 -2.739 0.485
N: -6.208 -1.814 1.788
H: -4.206 -3.240 -0.302
H: -3.897 -2.344 1.134
H: -7.156 -1.574 1.996
H: -5.485 -1.523 2.427
C: 6.476 -3.995 -0.289
O: 7.180 -4.845 0.263
N: 5.338 -3.522 0.293
N: 6.671 -3.588 -1.571
H: 5.118 -3.895 1.195
H: 4.777 -2.858 -0.212
H: 7.508 -3.903 -2.025
H: 6.061 -2.962 -2.068

Its net charge is -1. The molar mass comes out at 1052.9 g mol⁻¹. The value obtained for the energy above the lowest of the compared OMol25 structures with the same formula, charge and spin is 0.000 eV. The HOMO-LUMO gap comes out at 0.322 Eh.

Atomic partial charges in e from the Löwdin method, atoms 1 to 8: number 1, O, carries 0.146; number 2, C, carries -0.390; number 3, O, carries 0.218; number 4, B, carries -0.889; number 5, O, carries 0.246; number 6, C, carries -0.361; number 7, O, carries 0.113; number 8, O, carries 0.228

No. 3
The following is a DFT calculation (ωB97M-V/def2-TZVPD) of 16 unconnected molecules or ions with the total composition C31H83ClN2O19P.

Element x y z (Å)
C: -3.038 1.656 -3.572
O: -2.894 0.265 -3.383
C: -1.749 -0.061 -2.648
C: -1.652 -1.565 -2.505
C: -0.242 -2.137 -2.568
C: 0.737 -1.388 -1.659
C: 0.953 -2.094 -0.325
C: 1.623 -1.234 0.776
C: 2.466 -0.106 0.235
C: 1.753 1.126 0.280
C: 2.215 2.283 -0.244
O: 1.496 3.439 -0.154
C: 3.480 2.306 -0.882
C: 3.901 3.536 -1.423
C: 5.098 3.627 -2.040
N: 5.843 2.504 -2.134
C: 5.498 1.302 -1.647
Cl: 6.700 0.176 -2.028
C: 4.267 1.094 -0.937
C: 3.748 -0.141 -0.300
P: 4.643 -1.710 -0.037
N: 3.947 -2.740 0.874
O: 5.987 -1.253 0.702
O: 5.008 -2.269 -1.491
H: -2.997 2.187 -2.617
H: -2.234 2.041 -4.203
H: -3.997 1.824 -4.034
H: -1.783 0.426 -1.665
H: -0.848 0.329 -3.138
H: -2.153 -1.917 -1.608
H: -2.213 -1.993 -3.332
H: 0.125 -2.128 -3.590
H: -0.244 -3.179 -2.276
H: 1.701 -1.301 -2.164
H: 0.399 -0.368 -1.479
H: -0.034 -2.330 0.070
H: 1.467 -3.034 -0.480
H: 2.155 -1.855 1.477
H: 0.805 -0.782 1.323
H: 0.780 1.141 0.741
H: 0.874 3.510 -0.887
H: 3.263 4.394 -1.324
H: 5.475 4.534 -2.475
H: 6.730 2.575 -2.614
H: 3.739 -3.629 0.444
H: 6.164 -0.307 0.686
H: 5.303 -3.190 -1.396
C: 3.898 -3.599 3.884
O: 3.392 -2.308 3.560
H: 3.193 -4.053 4.574
H: 3.980 -4.221 2.990
H: 4.875 -3.535 4.369
H: 4.013 -1.915 2.941
C: -4.788 -1.482 -0.573
O: -5.282 -0.200 -0.986
H: -5.408 -1.833 0.247
H: -4.854 -2.197 -1.388
H: -3.751 -1.394 -0.234
H: -4.719 0.095 -1.713
C: -3.496 1.477 1.724
O: -4.695 1.781 1.016
H: -3.073 2.406 2.094
H: -3.699 0.809 2.565
H: -2.767 0.998 1.055
H: -5.044 0.944 0.686
C: -1.275 5.198 1.573
O: -1.762 4.389 2.628
H: -1.735 4.841 0.653
H: -1.550 6.249 1.709
H: -0.186 5.127 1.472
H: -1.371 4.695 3.459
C: -6.519 2.484 -3.158
O: -6.249 1.252 -3.836
H: -6.726 3.231 -3.920
H: -7.388 2.389 -2.508
H: -5.658 2.806 -2.565
H: -6.079 0.589 -3.162
C: 1.394 -6.009 -2.093
O: 1.596 -4.723 -2.692
H: 0.353 -6.273 -2.256
H: 2.035 -6.758 -2.555
H: 1.584 -5.971 -1.015
H: 2.514 -4.474 -2.558
C: -1.890 6.597 6.054
O: -1.699 5.379 5.338
H: -2.078 7.376 5.319
H: -2.749 6.529 6.724
H: -1.003 6.864 6.633
H: -1.536 4.675 5.978
C: 3.726 7.187 -0.095
O: 4.092 7.017 -1.467
H: 2.817 6.614 0.069
H: 4.503 6.818 0.579
H: 3.522 8.234 0.135
H: 4.886 7.536 -1.623
C: -4.479 -1.956 4.423
O: -3.150 -1.510 4.161
H: -5.153 -1.212 4.006
H: -4.680 -2.919 3.948
H: -4.671 -2.041 5.496
H: -2.542 -2.157 4.528
C: -2.584 2.324 4.976
O: -1.897 2.181 6.225
H: -3.020 3.318 4.961
H: -1.890 2.226 4.140
H: -3.378 1.582 4.880
H: -1.506 1.305 6.250
C: -10.716 1.798 -0.929
O: -9.403 2.282 -1.195
H: -11.412 2.498 -1.382
H: -10.877 0.809 -1.367
H: -10.916 1.749 0.145
H: -8.780 1.672 -0.790
C: 3.900 -9.082 -3.483
O: 3.450 -7.784 -3.864
H: 3.250 -9.424 -2.682
H: 3.834 -9.789 -4.313
H: 4.928 -9.059 -3.116
H: 4.012 -7.472 -4.578
C: 8.073 1.807 2.042
O: 7.458 3.049 1.708
H: 8.466 1.900 3.049
H: 7.348 0.986 2.033
H: 8.899 1.572 1.364
H: 7.111 2.988 0.816
C: -8.315 -2.244 -1.931
O: -7.070 -2.783 -2.364
H: -8.589 -2.769 -1.019
H: -8.230 -1.176 -1.712
H: -9.101 -2.397 -2.674
H: -6.823 -2.328 -3.174
C: 8.278 -5.863 -1.058
O: 7.264 -4.864 -1.184
H: 7.775 -6.822 -0.984
H: 8.936 -5.875 -1.930
H: 8.875 -5.711 -0.157
H: 7.713 -4.017 -1.246

Its net charge is +1. The molar mass comes out at 854.4 g mol⁻¹. The HOMO-LUMO gap comes out at 0.234 Eh.

Atomic partial charges in e from the Löwdin method, atoms 1 to 8: number 1, C, carries -0.097; number 2, O, carries -0.183; number 3, C, carries -0.265; number 4, C, carries -0.163; number 5, C, carries -0.188; number 6, C, carries -0.198; number 7, C, carries -0.154; number 8, C, carries -0.145

Question: Which of these has the lowest net charge?
Answer: C31H83BN19O20

Question: What is the formula in the third record?
Answer: C31H83ClN2O19P